# C19H22O3

One molecule with the formula C19H22O3 (ωB97M-V/def2-TZVPD, the Open Molecules 2025 dataset).

```
! RIJCOSX wB97M-V def2-TZVPD def2/J DEFGRID3
* xyz 0 1
C -2.04651 1.47235 -5.62355
C -2.41670 1.15526 -4.20576
C -1.50982 0.76099 -3.31961
C -1.77888 0.43379 -1.88269
H -2.81066 0.10372 -1.75460
H -1.11951 -0.37857 -1.57175
C -1.53426 1.65076 -0.96761
C -0.12045 2.15413 -1.06246
C 0.91191 1.56767 -0.46727
C 0.86527 0.35034 0.40293
H -0.13206 0.20295 0.83511
H 1.12872 -0.54457 -0.18265
O 1.82108 0.53006 1.43914
C 1.97680 -0.43412 2.36241
C 1.27523 -1.63142 2.38942
C 1.52580 -2.55401 3.40129
C 2.47831 -2.29513 4.39899
C 3.17655 -1.08012 4.35311
C 2.93427 -0.17010 3.36064
H 3.46422 0.76755 3.31541
H 3.91111 -0.87274 5.11657
C 2.67218 -3.29493 5.40053
C 1.95485 -4.43511 5.36535
C 0.97403 -4.68432 4.32365
O 0.29596 -5.67639 4.22488
O 0.81413 -3.70140 3.37846
H 2.06636 -5.21717 6.09855
H 3.40117 -3.11352 6.17781
H 0.53295 -1.88677 1.65174
H 1.90757 1.97114 -0.58446
C 0.06592 3.36912 -1.91876
H 1.11643 3.62784 -2.01844
H -0.46141 4.21614 -1.48018
H -0.35454 3.19350 -2.90804
H -2.21780 2.44956 -1.25909
H -1.76807 1.36587 0.06099
H -0.47406 0.68070 -3.62213
C -3.87811 1.29681 -3.87817
H -4.40553 1.78668 -4.69245
H -4.32972 0.31684 -3.72297
H -4.02624 1.87998 -2.97192
H -0.98548 1.31498 -5.80010
H -2.28877 2.51021 -5.85359
H -2.61224 0.84146 -6.30871
*
```

Values from the calculation:
E (eV): -26201.6621
Orbital gap (eV): 8.62
ΔE to the lowest compared entry with this formula, charge and spin (kcal per mole): 3.64
SMILES: CC(C)=CCC/C(C)=C\COc1ccc2ccc(=O)oc2c1